A molecular structure, C43H34ClOP2STl. Source: the Open Molecules 2025 dataset; level of theory: ωB97M-V/def2-TZVPD.

Geometry as XYZ:
```
83
Properties=species:S:1:pos:R:3:lowdin_charge:R:1
Tl 0.0701 0.5169 -1.0711 0.94
O -0.0429 -2.1745 1.2327 -0.60
S -1.0357 -2.8093 0.3169 1.06
C -2.2166 -1.4845 -0.1184 -0.40
C -3.2408 -1.8536 -0.9857 -0.08
C -4.3671 -1.0629 -1.1234 -0.05
C -4.4860 0.0912 -0.3649 -0.04
C -3.4624 0.4776 0.4847 -0.08
C -2.3033 -0.2908 0.6394 -0.40
P -0.9247 0.3446 1.7239 1.03
C -1.2576 -0.5227 3.2945 -0.39
C -2.5784 -0.6866 3.7098 -0.08
C -2.8468 -1.2572 4.9441 -0.06
C -1.8042 -1.6563 5.7683 -0.06
C -0.4913 -1.4985 5.3501 -0.06
C -0.2141 -0.9448 4.1094 -0.09
C -1.4355 2.0644 2.0932 -0.38
C -1.5510 2.9809 1.0451 -0.15
C -1.8135 4.3161 1.2982 -0.07
C -1.9310 4.7597 2.6095 -0.06
C -1.7674 3.8693 3.6576 -0.05
C -1.5106 2.5274 3.4044 -0.06
C -0.0815 -3.1099 -1.2025 -0.36
C -0.6346 -3.9713 -2.1408 -0.08
C 0.1471 -4.4709 -3.1699 -0.04
C 1.4858 -4.1224 -3.2476 -0.03
C 2.0317 -3.2364 -2.3321 -0.08
C 1.2649 -2.7102 -1.2905 -0.35
P 1.9983 -1.4154 -0.2099 1.00
C 2.9041 -2.1936 1.1419 -0.36
C 3.2258 -3.5462 1.1337 -0.06
C 3.9458 -4.0763 2.1937 -0.05
C 4.3205 -3.2708 3.2597 -0.05
C 3.9917 -1.9220 3.2691 -0.06
C 3.2826 -1.3802 2.2097 -0.12
C 3.2633 -0.5991 -1.2685 -0.38
C 2.8911 -0.2270 -2.5698 -0.18
C 3.6556 0.6703 -3.2980 -0.08
C 4.7812 1.2471 -2.7218 -0.06
C 5.1621 0.8770 -1.4423 -0.05
C 4.4130 -0.0421 -0.7163 -0.06
H -3.1784 -2.7855 -1.5347 0.10
H -5.1688 -1.3764 -1.7782 0.12
H -5.3857 0.6891 -0.4278 0.12
H -3.5641 1.3884 1.0586 0.11
H -3.3930 -0.3576 3.0777 0.11
H -3.8740 -1.3808 5.2609 0.11
H -2.0156 -2.0933 6.7347 0.11
H 0.3225 -1.8015 5.9959 0.11
H 0.8082 -0.8549 3.7704 0.09
H -1.4640 2.6471 0.0121 0.05
H -1.9207 5.0137 0.4775 0.11
H -2.1387 5.8018 2.8116 0.11
H -1.8397 4.2185 4.6789 0.12
H -1.3800 1.8427 4.2318 0.11
H -1.6713 -4.2747 -2.0613 0.11
H -0.2755 -5.1644 -3.8839 0.12
H 2.1113 -4.5451 -4.0224 0.12
H 3.0725 -2.9504 -2.4127 0.12
H 2.9243 -4.1800 0.3091 0.11
H 4.2263 -5.1210 2.1843 0.12
H 4.8701 -3.6954 4.0888 0.12
H 4.2920 -1.2931 4.0969 0.11
H 3.0122 -0.3296 2.1991 0.11
H 2.0276 -0.6981 -3.0322 0.08
H 3.3733 0.9225 -4.3133 0.11
H 5.3587 1.9802 -3.2683 0.11
H 6.0445 1.3189 -0.9987 0.12
H 4.7259 -0.3221 0.2812 0.10
Cl -2.5767 6.8637 -3.9760 0.84
C -2.0458 5.2596 -3.8568 -0.62
C -0.6703 4.9768 -3.8482 -0.06
C -0.2480 3.6801 -3.7722 0.02
C -1.1801 2.6078 -3.6973 -0.31
C -0.7541 1.2861 -3.6843 0.04
C -2.5663 2.9269 -3.6786 0.02
C -2.9886 4.2230 -3.7747 -0.06
H 0.0470 5.7828 -3.9177 0.13
H 0.8131 3.4599 -3.7722 0.14
H 0.2586 1.0477 -3.9872 0.06
H -1.4891 0.4927 -3.7598 0.08
H -3.2945 2.1264 -3.6283 0.13
H -4.0430 4.4604 -3.7993 0.13
```

Values from the calculation:
Spin multiplicity: 1
Gap between HOMO and LUMO in eV: 4.653
Net charge: +2
E_tot in eV: -93802.9874

***

A molecular structure, C32H38CaN8O2. Source: the Open Molecules 2025 dataset; level of theory: ωB97M-V/def2-TZVPD.

Geometry as XYZ:
```
81
Properties=species:S:1:pos:R:3:lowdin_charge:R:1
Ca -0.1181 -0.2348 -0.0590 1.39
O 1.9804 -1.1829 -0.2925 -0.25
C 2.6833 -2.2476 -0.1223 -0.41
C 4.0878 -2.2314 -0.3374 -0.04
C 4.8649 -3.3500 -0.1521 -0.10
C 4.2998 -4.5624 0.2606 -0.11
C 2.9415 -4.6085 0.4735 -0.06
C 2.1189 -3.4852 0.2955 -0.17
C 0.7020 -3.6535 0.5600 -0.12
N -0.2123 -2.7666 0.4967 -0.03
C -1.5508 -3.2025 0.8667 -0.22
C -2.0265 -2.5608 2.1892 -0.18
N -1.2449 -1.4117 2.6463 0.02
C -1.7714 -0.2490 2.6783 -0.14
C -3.0467 0.2015 2.0843 -0.19
C -3.9380 0.9707 2.8305 -0.07
C -5.1059 1.4611 2.2752 -0.11
C -5.3718 1.1804 0.9334 -0.10
C -4.4881 0.4518 0.1660 -0.03
C -3.2740 -0.0465 0.7006 -0.41
O -2.3947 -0.6465 -0.0348 -0.25
H 4.5288 -1.2924 -0.6525 0.11
H 5.9329 -3.2899 -0.3280 0.10
H 4.9146 -5.4396 0.4061 0.09
H 2.4774 -5.5367 0.7918 0.11
H 0.4243 -4.6740 0.8592 0.12
H -1.5913 -4.2938 0.9723 0.10
H -2.2291 -2.9036 0.0733 0.09
H -1.9131 -3.2989 2.9876 0.11
H -3.0887 -2.3178 2.1042 0.11
H -1.1617 0.5170 3.1753 0.11
H -3.7054 1.1756 3.8713 0.11
H -5.8008 2.0402 2.8680 0.09
H -6.2858 1.5501 0.4821 0.10
H -4.6934 0.2521 -0.8796 0.11
C 2.2716 2.1447 -0.1850 -0.19
C 1.2297 2.9560 0.5592 -0.20
N 0.2440 2.1092 1.2528 -0.09
C -1.0185 2.8274 1.3871 -0.15
C -1.7670 2.8454 0.0716 -0.25
C -2.7346 3.8051 -0.1951 -0.01
C -3.3923 3.7585 -1.4099 -0.05
C -3.0721 2.7575 -2.3133 -0.02
C -2.1064 1.8273 -1.9602 -0.27
C -1.8119 0.6489 -2.8580 -0.16
N -0.4929 0.0510 -2.6551 -0.11
C 0.6197 0.7670 -3.2987 -0.19
C 1.2360 1.8592 -2.4296 -0.21
N 1.6495 1.2752 -1.1721 -0.15
N -1.4608 1.8863 -0.7992 0.10
H 2.8077 1.5037 0.5212 0.10
H 3.0081 2.8326 -0.6269 0.12
H 0.6866 3.5755 -0.1590 0.11
H 1.7231 3.6427 1.2575 0.12
H 0.5999 1.8596 2.1729 0.06
H -0.8757 3.8606 1.7317 0.13
H -1.6482 2.3305 2.1253 0.10
H -2.9607 4.5677 0.5386 0.12
H -4.1479 4.4944 -1.6533 0.11
H -3.5661 2.6925 -3.2742 0.11
H -1.9671 0.9492 -3.9030 0.12
H -2.5531 -0.1142 -2.6076 0.12
H -0.5219 -0.8904 -3.0256 0.12
H 0.3103 1.1969 -4.2600 0.12
H 1.3963 0.0272 -3.5075 0.12
H 0.5121 2.6553 -2.2453 0.10
H 2.0710 2.3078 -2.9895 0.12
H 2.2254 0.4490 -1.3081 0.08
N 1.7550 -1.3353 2.9300 0.17
C 2.5009 -0.2055 3.0025 -0.38
C 3.8622 -0.2257 2.6225 -0.02
C 4.6024 0.9207 2.7477 -0.08
C 4.0033 2.0816 3.2470 -0.10
C 2.6694 2.0078 3.5807 -0.18
N 1.9140 0.9095 3.4575 0.08
H 2.1114 -2.0937 2.3708 0.07
H 0.7439 -1.2929 3.0291 0.05
H 4.2930 -1.1397 2.2346 0.10
H 5.6464 0.9221 2.4589 0.11
H 4.5551 3.0022 3.3721 0.09
H 2.1556 2.8835 3.9678 0.11
```

Values from the calculation:
Spin multiplicity: 1
Gap between HOMO and LUMO in eV: 7.681
Net charge: 0
E_tot in eV: -68260.5039

***

A molecular structure, C30H35N3O3Rb at a distorted geometry. Source: the Open Molecules 2025 dataset; level of theory: ωB97M-V/def2-TZVPD.

Geometry as XYZ:
```
72
Properties=species:S:1:pos:R:3:lowdin_charge:R:1
Rb -0.4006 0.7541 -0.2806 0.92
C 1.8941 -0.0479 -3.4003 -0.27
C 2.8920 -0.2002 -2.4277 -0.26
C 2.7467 -1.4817 -1.8469 -0.26
C 1.6598 -2.1271 -2.4768 -0.27
C 1.1289 -1.2472 -3.4350 -0.28
C 0.0225 -1.4964 -4.4241 -0.08
C 1.1983 -3.5209 -2.1473 -0.08
C 3.5577 -2.0173 -0.6998 -0.07
C 3.9948 0.7632 -2.0849 -0.06
C 1.6044 1.1593 -4.2494 -0.07
H 0.3928 -1.4146 -5.4535 0.07
H -0.7966 -0.7720 -4.3231 0.07
H -0.3980 -2.4991 -4.3044 0.04
H 2.0217 -4.2384 -2.2387 0.06
H 0.4001 -3.8475 -2.8186 0.05
H 0.8131 -3.5896 -1.1221 0.06
H 4.5637 -1.5874 -0.6972 0.06
H 3.6552 -3.1065 -0.7471 0.06
H 3.0975 -1.7753 0.2697 0.06
H 4.9770 0.3282 -2.3070 0.07
H 3.9868 1.0232 -1.0225 0.04
H 3.9028 1.6875 -2.6596 0.05
H 2.2789 1.9836 -4.0065 0.05
H 0.5816 1.5195 -4.0900 0.07
H 1.7136 0.9470 -5.3211 0.06
C 0.7384 2.2702 4.4731 -0.05
C 0.2711 1.5263 5.5438 -0.07
C -0.5234 0.4217 5.2949 -0.02
C -0.8523 0.0990 3.9758 -0.21
N -0.3471 0.7844 2.9470 0.11
C 0.4223 1.8360 3.1917 -0.11
C -1.7882 -1.0047 3.6522 -0.20
C -2.6097 -1.5919 4.6216 -0.02
C -3.4579 -2.6114 4.2325 -0.07
C -3.4861 -3.0156 2.9109 -0.01
C -2.6529 -2.3594 1.9978 -0.19
N -1.8328 -1.3901 2.3850 0.18
C -2.6416 -2.6757 0.5471 -0.21
C -3.4638 -3.6458 -0.0245 -0.02
C -3.4152 -3.8543 -1.3937 -0.06
C -2.5449 -3.0955 -2.1566 -0.04
C -1.7581 -2.1572 -1.5017 -0.14
N -1.8001 -1.9547 -0.1961 0.08
H 1.3394 3.1558 4.6282 0.10
H 0.5186 1.7986 6.5621 0.10
H -0.8710 -0.1902 6.1148 0.10
H 0.8044 2.3511 2.3162 0.09
H -2.6064 -1.2475 5.6449 0.10
H -4.1059 -3.0816 4.9619 0.10
H -4.1509 -3.8084 2.6029 0.10
H -4.1410 -4.2282 0.5839 0.09
H -4.0497 -4.5995 -1.8563 0.10
H -2.4705 -3.2183 -3.2279 0.10
H -1.0441 -1.5498 -2.0478 0.08
O -1.0586 3.3010 0.0325 -0.25
C -1.9982 3.1377 -0.7765 -0.69
O -2.1694 2.2178 -1.5976 -0.23
H -2.8002 3.9325 -0.7602 0.11
C 3.6685 3.8356 1.7141 -0.16
C 3.2315 4.4718 0.3903 -0.15
C 2.1527 3.4990 -0.1035 -0.18
O 2.3714 2.2568 0.5870 -0.21
C 3.5514 2.3589 1.3623 -0.22
H 2.9645 4.0987 2.5077 0.10
H 4.6765 4.1157 2.0196 0.11
H 4.0749 4.4989 -0.3022 0.11
H 2.8395 5.4812 0.5060 0.11
H 2.2154 3.3241 -1.1804 0.12
H 1.1446 3.8423 0.1311 0.09
H 4.4264 2.0519 0.7736 0.11
H 3.4563 1.6893 2.2188 0.12
```

Values from the calculation:
Spin multiplicity: 1
Gap between HOMO and LUMO in eV: 4.402
Net charge: -1
E_tot in eV: -42948.0294

***

A molecular structure, C17H6F3N3O7SeW. Source: the Open Molecules 2025 dataset; level of theory: ωB97M-V/def2-TZVPD.

Geometry as XYZ:
```
38
Properties=species:S:1:pos:R:3:nbo_charge:R:1
W -0.6527 -1.5503 -0.7374 2.22
O 2.9723 -3.3948 -0.7650 -0.29
C 2.0758 -3.1021 -0.1326 0.89
O 0.8359 -2.3259 -1.1767 -0.67
C 1.5738 -3.1806 1.2290 -0.33
C 2.3957 -3.9813 2.0369 -0.06
C 2.0412 -4.1889 3.3479 0.03
C 0.8985 -3.6482 3.8987 -0.07
C 0.0826 -2.8729 3.0955 -0.01
C 0.4135 -2.5992 1.7783 0.43
O -0.3547 -1.7223 1.0747 -0.62
N -1.1685 -2.3360 3.6748 0.53
O -1.1305 -2.0334 4.8372 -0.29
O -2.1253 -2.2802 2.9298 -0.35
N 2.9212 -5.0374 4.1960 0.53
O 2.5543 -5.2163 5.3292 -0.31
O 3.9163 -5.4664 3.6636 -0.32
H 3.2965 -4.4390 1.6475 0.30
H 0.6457 -3.8305 4.9366 0.31
Se -4.6242 -3.7359 -2.1070 0.61
C -3.2396 -2.9550 -1.6523 0.12
N -2.2018 -2.3662 -1.3168 -0.80
F 0.4383 7.4492 -3.3194 -0.30
C -0.7718 6.9080 -3.2063 0.96
F -1.3869 6.9871 -4.3899 -0.30
F -1.4745 7.6148 -2.3178 -0.30
C -0.7001 5.4548 -2.7655 0.01
C 0.5319 4.8279 -2.6025 -0.19
C 0.5712 3.5100 -2.2075 -0.11
C -0.6422 2.8249 -1.9746 -0.20
C -1.8883 3.4754 -2.1410 -0.12
C -1.9058 4.7887 -2.5380 -0.18
C -0.6118 1.4976 -1.5904 0.51
C -0.5943 0.3038 -1.2440 -0.65
H 1.4456 5.3743 -2.7869 0.27
H 1.5143 2.9981 -2.0755 0.24
H -2.8078 2.9377 -1.9567 0.24
H -2.8438 5.3105 -2.6718 0.26
```

Values from the calculation:
Spin multiplicity: 1
Gap between HOMO and LUMO (spin up / spin down) in eV: 6.140 / 6.140
Net charge: +2
E_tot in eV: -111828.1558

***

Record order is preserved below.
Energy above the lowest of the compared OMol25 structures with the same formula, charge and spin: 157.58, 0.00, 63.66, 32.80 kJ/mol